No. 1
The following is a DFT calculation (ωB97M-V with the def2-TZVPD basis set) of a 25-piece molecular cluster, C27H85F2N3O32P2S overall in a non-equilibrium geometry.

```
152
Properties=species:S:1:pos:R:3:mulliken_charge:R:1
C 1.638 -3.833 1.027 -1.3093
C 1.328 -3.166 2.347 -0.4148
O 0.979 -1.815 2.082 0.0126
C 0.525 -1.111 3.214 -1.0575
C 1.097 0.329 3.260 -1.3156
C 1.761 0.741 1.961 0.1154
C 1.115 1.521 0.992 0.0857
C -0.293 2.013 1.265 -2.3035
C -1.395 0.958 1.167 1.0590
C -2.786 1.651 1.110 -0.1796
P -3.884 1.102 -0.183 0.7830
O -5.223 1.678 0.070 -0.9620
O -3.859 -0.493 -0.136 0.1551
C -5.166 -1.145 -0.126 -0.4498
C -4.914 -2.635 -0.384 -1.1095
O -3.277 1.628 -1.560 -0.2849
C -3.597 0.759 -2.709 -0.4259
C -2.516 -0.314 -2.873 -0.5349
C 1.776 1.844 -0.209 0.8087
P 0.957 2.761 -1.555 0.4960
S 0.738 1.555 -3.096 -0.4377
C 3.099 1.415 -0.382 0.3442
C 3.732 0.655 0.595 0.7518
C 3.075 0.291 1.772 1.6960
C 3.764 -0.582 2.792 -1.2335
C 4.466 0.183 3.955 -1.4104
N 4.442 1.627 3.726 -0.5057
C 5.131 0.223 0.318 -0.4754
O 5.956 0.104 1.192 -0.5834
C 5.448 -0.038 -1.126 0.1077
C 6.454 -1.104 -1.404 -0.1774
C 7.832 -0.739 -0.872 -0.4645
N 8.373 0.399 -0.962 -0.7098
C 4.829 0.680 -2.063 -0.5534
N 5.088 0.397 -3.451 1.3006
C 4.390 -0.783 -3.879 0.2508
O 3.528 -1.340 -3.310 -0.3511
F 4.904 -1.210 -5.018 -0.2766
C 4.615 1.441 -4.355 0.1879
O 3.533 1.347 -4.828 -0.3956
F 5.391 2.461 -4.653 -0.2175
C 3.902 1.747 -1.614 -0.8271
O 3.845 2.829 -2.148 -0.6250
H 2.595 -3.479 0.648 0.1331
H 1.658 -4.911 1.144 0.3887
H 0.882 -3.556 0.295 0.3972
H 2.229 -3.189 2.962 0.4113
H 0.530 -3.704 2.866 0.3887
H 0.765 -1.633 4.142 0.4253
H -0.563 -1.050 3.164 0.5884
H 1.879 0.373 4.011 0.4779
H 0.328 1.028 3.566 0.2122
H -0.503 2.882 0.655 1.5655
H -0.297 2.374 2.290 0.0103
H -1.249 0.267 0.340 0.5265
H -1.402 0.413 2.100 -0.7554
H -2.623 2.716 0.940 0.4718
H -3.307 1.580 2.051 -0.7091
H -5.660 -0.971 0.823 0.3551
H -5.774 -0.751 -0.933 0.3630
H -3.936 -2.859 0.027 0.2394
H -4.889 -2.777 -1.459 0.2435
H -5.677 -3.240 0.080 0.4092
H -4.592 0.343 -2.580 0.2977
H -3.621 1.398 -3.576 0.3935
H -1.866 -0.083 -3.706 0.2538
H -1.959 -0.375 -1.945 0.0938
H -2.981 -1.282 -3.030 0.2682
H 1.743 3.860 -1.904 0.0674
H -0.297 3.214 -1.140 0.1623
H 3.020 -1.254 3.201 0.0871
H 4.469 -1.230 2.290 0.8680
H 3.933 -0.061 4.868 0.6556
H 5.476 -0.223 4.024 0.2784
H 4.851 2.080 4.537 0.2913
H 5.062 1.845 2.955 0.1843
H 6.119 -2.017 -0.913 0.2652
H 6.568 -1.320 -2.462 0.3988
H 8.401 -1.536 -0.405 0.5145
H 7.731 1.049 -1.428 0.3515
O 7.788 0.366 -5.596 -0.7236
H 7.092 0.674 -5.007 0.2704
H 7.418 0.464 -6.479 0.3306
O -5.212 2.250 3.176 -0.5258
H -5.997 2.547 3.653 0.3080
H -5.471 2.284 2.238 0.1561
O -4.991 -5.539 -0.134 -0.5447
H -5.483 -6.053 0.511 0.2653
H -4.784 -6.183 -0.826 0.3153
O -1.432 3.073 -5.182 -0.4625
H -0.708 2.896 -5.796 0.2823
H -1.127 2.684 -4.350 0.1810
O -4.270 3.978 5.770 -0.5715
H -4.549 3.464 5.002 0.2111
H -3.407 3.604 5.985 0.3645
O -5.056 -0.482 4.378 -0.6412
H -5.073 0.385 3.952 0.4128
H -4.414 -0.386 5.089 0.3136
O 8.851 -2.473 -5.318 -0.6297
H 9.741 -2.354 -4.975 0.3163
H 8.477 -1.582 -5.328 0.3602
O 5.332 -3.946 -2.280 -0.5797
H 5.629 -4.372 -3.090 0.2961
H 4.378 -4.081 -2.273 0.2957
O -3.353 5.683 8.288 -0.6476
H -3.703 5.135 7.576 0.2941
H -3.141 6.519 7.862 0.3288
O 6.845 5.381 -5.709 -0.6577
H 6.425 4.522 -5.610 0.3540
H 7.023 5.666 -4.807 0.3174
O 4.131 -4.344 3.059 -0.5130
H 4.848 -4.535 2.445 0.2639
H 4.426 -4.731 3.890 0.2603
O -2.232 2.125 4.104 -0.5012
H -3.191 2.244 4.105 -0.0361
H -1.875 3.015 4.204 0.3731
O -6.800 -6.453 -2.029 -0.6197
H -6.868 -5.508 -1.852 0.3286
H -7.698 -6.781 -1.929 0.2909
O -3.959 0.135 -5.493 -0.5094
H -4.405 -0.415 -6.144 0.2360
H -3.761 0.947 -5.975 0.2976
O -3.888 -7.960 -1.372 -0.5990
H -3.239 -8.524 -0.934 0.2944
H -3.974 -8.329 -2.255 0.2832
O 8.672 -0.827 2.112 -0.6423
H 7.740 -0.580 2.076 0.3638
H 9.144 0.009 2.059 0.3074
O -2.488 1.689 -7.800 -0.6373
H -2.504 2.559 -7.383 0.3036
H -1.574 1.402 -7.713 0.3020
O -6.660 5.635 7.932 -0.6659
H -6.510 4.917 7.307 0.2793
H -5.773 5.924 8.178 0.3376
O -2.932 1.520 6.720 -0.5426
H -2.182 1.351 6.136 0.3219
H -2.675 1.149 7.571 0.2605
O -4.042 4.405 -3.818 -0.6700
H -3.319 4.227 -4.433 0.3136
H -3.751 4.013 -2.988 0.3185
O -2.221 -10.385 -0.300 -0.6294
H -2.540 -11.281 -0.162 0.3088
H -1.539 -10.264 0.368 0.3122
O -9.274 6.899 7.466 -0.6279
H -9.371 7.760 7.881 0.3212
H -8.357 6.642 7.645 0.3694
O -7.798 -4.165 -3.667 -0.5729
H -8.186 -4.800 -4.277 0.2960
H -7.750 -3.345 -4.169 0.2964
O 0.936 4.004 -6.753 -0.6207
H 0.913 4.868 -6.330 0.3059
H 1.847 3.710 -6.649 0.3147
```

net charge = 0

No. 2
The following is a DFT calculation (ωB97M-V with the def2-TZVPD basis set) of C3H4CuO2 as an isolated structure in a non-equilibrium geometry.

```
10
Properties=species:S:1:pos:R:3:mulliken_charge:R:1
C 0.313 0.513 -0.283 0.5957
C 1.652 0.501 -0.386 -0.7204
H 2.232 1.422 -0.441 0.2904
H 2.173 -0.453 -0.466 0.2275
C -0.348 -0.734 0.136 0.1863
O -1.512 -0.745 0.508 -0.5811
Cu -3.014 -1.914 1.102 0.8504
H 0.234 -1.667 0.014 0.3317
O -0.416 1.642 -0.242 -0.5015
H -1.313 1.435 0.057 0.3211
```

net charge = +1
ΔE to the lowest compared entry with this formula, charge and spin = 0.00 kcal per mole

No. 3
The following is a DFT calculation (ωB97M-V with the def2-TZVPD basis set) of an isolated ion of composition C6H13N2 and charge +1 in a non-equilibrium geometry.

```
21
Properties=species:S:1:pos:R:3:mulliken_charge:R:1
C 0.193 -1.888 -2.047 -0.0502
C -1.778 -0.127 1.144 -1.2227
C 2.109 0.055 0.613 -1.4065
C -0.595 1.349 -1.394 -0.7950
C -0.238 -0.531 1.299 -0.3828
C 0.625 0.369 0.514 0.1327
N 0.114 -0.904 -1.426 -0.0997
N 0.049 0.199 -0.846 0.2205
H -0.085 -2.791 -2.525 0.4992
H -2.126 -0.559 0.216 0.3583
H -2.272 -0.540 1.954 0.3984
H -1.991 0.869 0.933 0.3007
H 2.389 -0.894 0.198 0.3330
H 2.858 0.769 0.106 0.3573
H 2.418 0.216 1.724 0.3562
H -1.287 1.732 -0.625 0.2456
H 0.272 2.061 -1.489 0.3284
H -1.079 1.122 -2.309 0.4051
H -0.046 -0.411 2.433 0.4338
H -0.080 -1.563 0.869 0.3083
H 0.549 1.468 0.658 0.2796
```

net charge = +1
SMILES string = C#[N+]N(C)[C@H](C)CC
ΔE to the lowest compared entry with this formula, charge and spin = 102.75 kcal per mole

No. 4
The following is a DFT calculation (ωB97M-V with the def2-TZVPD basis set) of an isolated molecule of C4H6N2.

```
12
Properties=species:S:1:pos:R:3:mulliken_charge:R:1
N -2.185 0.142 -0.211 -0.5780
C -0.782 0.183 -0.016 0.7058
C -0.053 1.325 0.121 -1.0791
N 1.377 0.718 0.037 -0.0151
C 1.315 -0.746 0.004 -0.6968
C 0.013 -1.047 -0.064 -0.3505
H -2.551 1.084 -0.113 0.2631
H -2.653 -0.455 0.464 0.2531
H 1.715 1.094 -0.851 0.3514
H 1.979 1.101 0.767 0.3523
H 2.213 -1.347 0.005 0.4327
H -0.389 -2.052 -0.144 0.3610
```

net charge = 0
ΔE to the lowest compared entry with this formula, charge and spin = 82.88 kcal per mole

No. 5
The following is a DFT calculation (ωB97M-V with the def2-TZVPD basis set) of a 6-piece molecular cluster, C19H46ClNO12S6 overall in a non-equilibrium geometry.

```
85
Properties=species:S:1:pos:R:3:mulliken_charge:R:1
C -6.909 -0.628 4.207 -0.6207
O -7.182 -0.236 2.866 -0.4467
C -6.159 0.643 2.379 -0.7672
C -5.092 -0.193 1.564 0.0085
C -3.693 -0.210 2.300 -1.2600
C -2.457 0.050 1.382 1.7852
C -1.730 1.434 1.448 -1.8690
C -2.690 2.679 1.435 0.5503
C -2.623 3.365 2.852 -1.2030
Cl -1.934 3.897 0.269 -0.2408
O -1.454 -0.835 1.985 -0.3693
S -0.670 -1.852 0.915 1.0462
O 0.741 -1.657 1.306 -0.5372
O -1.268 -3.166 1.239 -0.6092
O -1.208 -1.087 -0.450 -0.0793
C -2.479 -0.452 -0.102 -0.7293
O -2.602 0.513 -1.134 -0.0500
N -3.883 0.467 -1.705 0.0506
O -4.412 1.503 -1.514 -0.1945
H -6.080 -1.373 4.207 0.2283
H -6.639 0.222 4.874 0.2781
H -7.802 -1.113 4.665 0.2722
H -5.686 1.190 3.228 0.3743
H -6.684 1.369 1.715 0.3389
H -4.991 0.188 0.527 -0.0433
H -5.507 -1.224 1.474 0.4333
H -3.562 -1.247 2.694 0.3561
H -3.701 0.437 3.208 0.5143
H -1.043 1.516 0.577 0.6343
H -1.127 1.481 2.383 0.4963
H -3.732 2.465 1.131 0.3158
H -2.536 2.598 3.658 0.2378
H -3.447 4.091 3.004 0.3565
H -1.677 3.955 2.882 0.3769
H -3.221 -1.272 -0.276 0.4963
C -1.096 0.103 6.954 -0.9126
S -0.679 1.764 6.392 0.3092
O -1.496 2.038 5.169 -0.5794
C 0.986 1.363 5.838 -0.9783
H -2.126 0.109 7.310 0.3486
H -1.000 -0.603 6.128 0.2104
H -0.432 -0.180 7.772 0.3859
H 0.945 0.576 5.083 0.3499
H 1.584 1.039 6.689 0.4671
H 1.429 2.257 5.407 0.2633
C 4.807 3.419 3.825 -0.9830
S 4.214 2.004 4.771 0.6395
O 3.909 2.486 6.150 -0.6285
C 5.800 1.148 4.838 -1.0023
H 3.980 4.115 3.696 0.2993
H 5.617 3.912 4.365 0.3263
H 5.155 3.083 2.848 0.3731
H 6.545 1.787 5.313 0.3174
H 6.114 0.887 3.827 0.3669
H 5.673 0.239 5.425 0.3208
C 1.733 -0.927 -3.893 -0.7400
S 1.832 -0.720 -2.106 0.7698
O 3.032 0.123 -1.821 -0.7359
C 2.276 -2.431 -1.749 -1.0419
H 1.501 0.037 -4.340 0.3946
H 2.688 -1.285 -4.279 0.0530
H 0.943 -1.635 -4.135 0.2698
H 3.196 -2.692 -2.274 0.4111
H 1.464 -3.090 -2.062 0.3231
H 2.429 -2.528 -0.675 0.2984
C -0.351 -3.226 -7.313 -1.0164
S 0.743 -1.904 -7.864 0.4891
O 1.297 -1.246 -6.642 -0.4719
C -0.561 -0.838 -8.507 -1.0109
H 0.256 -3.995 -6.837 0.3144
H -1.074 -2.835 -6.596 0.2951
H -0.867 -3.652 -8.174 0.4216
H -1.270 -0.599 -7.713 0.2930
H -1.069 -1.342 -9.329 0.3981
H -0.103 0.080 -8.873 0.3215
C 6.614 -2.061 -5.587 -1.0365
S 4.883 -2.006 -6.089 0.6309
O 4.671 -3.106 -7.075 -0.6757
C 5.007 -0.467 -7.016 -0.9189
H 6.777 -2.975 -5.018 0.3199
H 7.256 -2.061 -6.468 0.3443
H 6.836 -1.198 -4.958 0.3455
H 5.753 -0.569 -7.806 0.3810
H 5.282 0.343 -6.339 0.3364
H 4.034 -0.256 -7.457 0.2134
```

net charge = 0

No. 6
The following is a DFT calculation (ωB97M-V with the def2-TZVPD basis set) of an isolated molecule of C18H22ClN5O4S in a non-equilibrium geometry.

```
51
Properties=species:S:1:pos:R:3:mulliken_charge:R:1
C -2.876 -2.184 -3.792 -1.5248
C -2.115 -1.361 -2.772 0.1986
N -2.013 -2.118 -1.507 -0.3862
S -1.937 -1.310 -0.027 1.3231
C -3.551 -1.671 0.680 -1.1292
O -0.936 -1.981 0.762 -0.6903
O -1.879 0.118 -0.257 -0.6619
C -0.702 -1.016 -3.281 0.3246
O -0.187 -1.640 -4.196 -0.6744
N -0.079 -0.034 -2.611 0.1022
C 1.299 0.364 -2.795 -0.4298
C 1.470 1.795 -2.286 -1.2228
N 1.528 1.612 -0.837 0.0984
C 0.861 2.466 -0.031 0.1309
O 0.323 3.475 -0.463 -0.7202
C 0.737 2.181 1.442 0.7064
C -0.290 2.832 2.142 -0.4960
C -0.446 2.611 3.482 0.4242
Cl -1.720 3.406 4.331 -0.2349
C 0.443 1.737 4.141 0.7160
C 0.404 1.420 5.513 -0.7831
C 1.342 0.550 6.009 -0.4173
N 2.309 -0.030 5.263 -0.6351
C 2.350 0.262 3.985 -0.2680
C 1.450 1.141 3.345 0.0392
N 1.589 1.363 2.022 -0.3547
C 2.000 0.257 -0.495 -0.8288
C 2.247 -0.396 -1.864 0.5171
C 2.122 -1.912 -1.836 -1.5789
H -2.959 -1.633 -4.728 0.3687
H -2.359 -3.121 -3.993 0.2938
H -3.876 -2.401 -3.419 0.3908
H -2.651 -0.430 -2.579 0.5307
H -1.283 -2.821 -1.527 0.3651
H -3.583 -1.183 1.651 0.3906
H -4.303 -1.268 0.008 0.3251
H -3.628 -2.750 0.774 0.3595
H -0.576 0.411 -1.850 0.2142
H 1.607 0.282 -3.836 0.5213
H 2.424 2.180 -2.652 0.4854
H 0.661 2.444 -2.604 0.3567
H -0.958 3.503 1.620 0.5764
H -0.349 1.858 6.152 0.4110
H 1.342 0.284 7.059 0.3903
H 3.129 -0.211 3.399 0.4262
H 2.893 0.255 0.119 0.4305
H 1.189 -0.278 0.005 0.1722
H 3.266 -0.153 -2.186 0.4095
H 1.155 -2.223 -1.435 0.1462
H 2.220 -2.331 -2.837 0.4107
H 2.895 -2.353 -1.205 0.4808
```

net charge = 0
SMILES string = C[C@@H]1CN(C(=O)c2cc(Cl)c3ccncc3n2)C[C@@H]1NC(=O)[C@@H](C)NS(C)(=O)=O
ΔE to the lowest compared entry with this formula, charge and spin = 4.17 kcal per mole

Respective molecular weight values: 1096.0 135.6 113.2 82.1 708.4 439.9 g/mol.
Respective Kohn-Sham gap values: 7.170 7.639 9.962 8.288 7.436 8.788 eV.
Respective E_HOMO values: -8.911 -13.600 -14.124 -7.581 -8.338 -9.199 eV.